# 1
{
  "formula": "C16H50N3O8",
  "method": "ωB97M-V with the def2-TZVPD basis set",
  "fmax_ev_per_a": 10.9,
  "homo_lumo_gap_ev": 8.8,
  "e_tot_ha": -1405.121447,
  "charge": 1,
  "lumo_ev": -2.142,
  "elements": ["N", "H", "H", "H", "H", "C", "O", "H", "H", "H", "H", "C", "O", "H", "H", "H", "H", "C", "O", "H", "H", "H", "H", "C", "O", "H", "H", "H", "H", "C", "O", "C", "C", "N", "C", "C", "O", "C", "H", "H", "H", "H", "H", "H", "H", "H", "H", "H", "H", "H", "H", "H", "H", "C", "O", "C", "C", "N", "C", "C", "O", "C", "H", "H", "H", "H", "H", "H", "H", "H", "H", "H", "H", "H", "H", "H", "H"],
  "coordinates": [[-42.4658, -37.4495, 43.4680], [-42.5330, -36.4396, 43.5158], [-43.0523, -37.7867, 44.1438], [-41.4479, -37.6873, 43.4338], [-43.0400, -37.8589, 42.7170], [-42.0071, -35.8901, 39.6436], [-41.4725, -36.4665, 40.8099], [-42.1792, -34.8376, 39.7194], [-43.0044, -36.3171, 39.4275], [-41.2961, -36.2149, 38.9430], [-40.4638, -36.6279, 40.4522], [-42.8429, -33.5313, 43.3976], [-43.8750, -34.5303, 43.2404], [-43.2297, -32.7020, 42.9527], [-41.8669, -33.7384, 42.9552], [-42.4630, -33.3597, 44.4947], [-44.5887, -34.1240, 43.6525], [-39.1086, -36.0458, 45.1303], [-40.3075, -35.3867, 44.6217], [-39.1917, -37.0737, 45.3549], [-38.8105, -35.3411, 45.9982], [-38.1579, -35.8424, 44.4474], [-40.2378, -34.4676, 44.9232], [-43.9738, -38.3140, 46.9841], [-42.7718, -37.7462, 46.5961], [-44.5304, -38.8831, 46.3094], [-44.6762, -37.8180, 47.5075], [-43.6577, -39.1077, 47.7127], [-42.5517, -37.1588, 47.1937], [-47.2047, -37.2508, 38.0492], [-46.2612, -37.1017, 39.1433], [-46.5390, -37.9601, 40.2787], [-45.1948, -38.0820, 41.0222], [-45.3076, -38.6698, 42.3442], [-45.7501, -40.0090, 42.4417], [-45.3914, -40.7494, 43.6355], [-45.9020, -42.0170, 43.7604], [-45.6188, -42.6096, 45.0500], [-48.2360, -37.1911, 38.4604], [-47.1474, -38.0676, 37.6615], [-46.8943, -36.5682, 37.2882], [-46.8416, -39.0106, 39.9794], [-47.3825, -37.6896, 41.0014], [-44.8145, -37.0553, 41.2454], [-44.3203, -38.5284, 40.4998], [-45.9644, -37.9091, 42.8211], [-45.3955, -40.5727, 41.5276], [-46.9363, -40.1292, 42.3870], [-45.9143, -40.1905, 44.4715], [-44.3321, -40.8939, 43.8880], [-44.6277, -42.6008, 45.3988], [-45.8107, -43.6117, 44.8655], [-46.1069, -42.1870, 45.8997], [-41.2816, -40.4954, 41.9370], [-41.3850, -40.2773, 43.3011], [-41.4303, -41.4585, 44.0818], [-41.4804, -41.0503, 45.4522], [-41.4266, -42.2948, 46.4121], [-41.7226, -41.7720, 47.8092], [-41.7228, -43.0224, 48.7089], [-41.4766, -42.5332, 50.0278], [-40.8942, -43.5291, 50.8506], [-41.7294, -39.7888, 41.2296], [-41.7944, -41.4338, 41.6549], [-40.3732, -40.6263, 41.6492], [-40.6066, -41.8749, 43.5575], [-42.1848, -42.1524, 43.6984], [-42.4340, -40.5653, 45.5562], [-40.7704, -40.3352, 45.6673], [-40.4927, -42.7310, 46.1628], [-42.4011, -40.8976, 47.7516], [-40.6717, -41.1241, 47.9283], [-41.0050, -43.5466, 48.2909], [-42.7512, -43.6307, 48.7606], [-40.7457, -43.1472, 51.7976], [-39.8814, -43.9610, 50.3574], [-41.6812, -44.3338, 50.8218]]
}

# 2
{
  "formula": "C4H8O2",
  "method": "ωB97M-V with the def2-TZVPD basis set",
  "fmax_ev_per_a": 2.4,
  "homo_lumo_gap_ev": 9.4,
  "e_tot_ha": -307.625087,
  "smiles": "C=CC(=C)O.O",
  "lumo_ev": 0.768,
  "elements": ["C", "C", "C", "C", "O", "H", "H", "H", "H", "H", "H", "O", "H", "H"],
  "coordinates": [[0.0416, 0.7240, 1.0596], [1.1487, 0.0585, 0.6742], [1.1825, -0.8800, -0.4170], [2.3167, -1.3243, -0.9997], [-0.0352, -1.4162, -0.8549], [-0.9825, 0.4027, 0.9613], [0.2451, 1.5817, 1.6937], [2.1171, 0.3491, 1.0700], [2.2670, -2.0260, -1.8284], [3.2524, -0.9300, -0.6388], [-0.0513, -1.1219, -1.7680], [-3.3726, 2.2035, 0.4709], [-3.4779, 1.3843, 0.9548], [-4.1984, 2.6586, 0.6535]]
}

# 3
{
  "formula": "C4H12S",
  "method": "ωB97M-V with the def2-TZVPD basis set",
  "fmax_ev_per_a": 3.2,
  "homo_lumo_gap_ev": 10.0,
  "e_tot_ha": -557.714291,
  "smiles": "CCC.CS",
  "lumo_ev": 0.951,
  "elements": ["C", "C", "C", "H", "H", "H", "H", "H", "H", "H", "H", "C", "S", "H", "H", "H", "H"],
  "coordinates": [[3.8082, 1.6774, -0.2302], [2.8919, 0.7697, -1.0597], [2.9089, -0.6094, -0.4294], [3.6204, 1.6965, 0.9285], [3.8105, 2.5925, -0.7801], [4.9098, 1.3775, -0.4294], [3.2413, 0.8139, -2.2107], [1.8226, 1.3531, -0.8863], [3.3874, -1.3766, -1.0035], [3.3834, -0.6752, 0.5415], [1.9072, -0.9719, -0.3607], [-5.9152, -1.3692, 1.4038], [-6.3728, -1.0406, -0.3944], [-6.8716, -1.5180, 1.8055], [-5.4296, -2.3358, 1.5616], [-5.2159, -0.6042, 1.8039], [-5.8863, 0.2205, -0.2603]]
}

# 4
{
  "formula": "C5H10O",
  "method": "ωB97M-V with the def2-TZVPD basis set",
  "fmax_ev_per_a": 1.8,
  "homo_lumo_gap_ev": 9.2,
  "e_tot_ha": -271.658657,
  "smiles": "CC1(C)C[C@H]1O",
  "lumo_ev": 0.883,
  "elements": ["C", "C", "C", "C", "C", "O", "H", "H", "H", "H", "H", "H", "H", "H", "H", "H"],
  "coordinates": [[-0.5754, 1.3444, -0.4176], [-0.4828, -0.0927, 0.1422], [-0.5849, -0.3711, 1.6581], [-0.1572, -1.3406, -0.6455], [0.9243, -0.3740, -0.4958], [1.3210, 0.1535, -1.7318], [0.4078, 1.8806, -0.4185], [-0.8852, 1.3626, -1.4618], [-1.2173, 1.9449, 0.2089], [-0.2644, -1.3986, 1.8982], [-1.5807, -0.2787, 2.1275], [0.0802, 0.3014, 2.2028], [0.0160, -2.2347, -0.0592], [-0.5343, -1.5029, -1.6462], [1.6719, -0.3434, 0.2820], [1.8610, 0.9491, -1.6433]]
}

# 5
{
  "formula": "C23H12Cl5MnN4OS",
  "method": "ωB97M-V with the def2-TZVPD basis set",
  "s_squared": 0.77,
  "spin_multiplicity": 2,
  "fmax_ev_per_a": 1.1,
  "homo_lumo_gap_ev": [7.3, 7.7],
  "e_tot_ha": -5027.833609,
  "charge": 1,
  "lumo_ev": [-3.997, -3.609],
  "elements": ["Mn", "N", "C", "C", "C", "C", "C", "C", "N", "C", "C", "C", "S", "C", "N", "H", "H", "H", "H", "H", "H", "H", "Cl", "C", "C", "C", "Cl", "C", "Cl", "C", "Cl", "C", "Cl", "N", "C", "C", "C", "C", "C", "C", "C", "H", "H", "H", "H", "H", "O"],
  "coordinates": [[0.0934, -0.3640, -0.2575], [2.4524, 1.2510, 2.7057], [3.0820, 0.0096, 2.7281], [4.1400, -0.4733, 3.4866], [4.5466, -1.7642, 3.2174], [3.9287, -2.5338, 2.2193], [2.8761, -2.0466, 1.4703], [2.4407, -0.7528, 1.7524], [1.4387, 0.0302, 1.1691], [1.5014, 1.2137, 1.7635], [0.5960, 2.2783, 1.3652], [0.4262, 3.5362, 1.8514], [-0.8164, 4.3132, 0.9771], [-1.0229, 2.9122, 0.0210], [-0.2248, 1.9370, 0.3227], [2.6847, 2.0473, 3.2754], [4.6278, 0.1303, 4.2396], [5.3703, -2.1872, 3.7756], [4.2977, -3.5316, 2.0231], [2.4258, -2.6387, 0.6858], [0.9383, 4.0317, 2.6598], [-1.7594, 2.8547, -0.7674], [0.7702, -3.7318, -1.5240], [1.4776, -2.3111, -2.2228], [1.1867, -1.0040, -1.7853], [1.8146, -0.0027, -2.5166], [1.4053, 1.6518, -2.1993], [2.7251, -0.2168, -3.5500], [3.4705, 1.0927, -4.3676], [3.0124, -1.5225, -3.9221], [4.1233, -1.8301, -5.1850], [2.3721, -2.5702, -3.2658], [2.7174, -4.1766, -3.7666], [-0.1040, -2.0793, 0.6148], [-0.3928, -2.9735, 1.2660], [-0.7323, -4.1657, 1.9741], [-1.9261, -4.8188, 1.6682], [-2.2385, -5.9866, 2.3412], [-1.3705, -6.4890, 3.3021], [-0.1828, -5.8319, 3.6009], [0.1449, -4.6633, 2.9382], [-2.5879, -4.4128, 0.9152], [-3.1593, -6.5061, 2.1158], [-1.6216, -7.4029, 3.8236], [0.4857, -6.2323, 4.3502], [1.0653, -4.1367, 3.1552], [-1.4389, -0.3770, -0.5488]]
}

Energy above the lowest of the compared OMol25 structures with the same formula, charge and spin, record by record: 1.9733; 2.3768; 1.5271; 2.5568; 0.9103 eV